A structure of composition C28H50MoN7O4S2. Source: the Open Molecules 2025 dataset; level of theory: the ωB97M-V functional and the def2-TZVPD basis.

Each line ends with the Mulliken charge.
Atoms and positions in Å:
Mo -0.418 0.977 -0.386  0.4370
N 1.770 1.174 -0.903  0.1508
C 2.390 2.492 -0.695  -0.6798
C 1.301 3.534 -0.524  -0.6649
N 0.201 2.999 0.310  -0.0268
C 0.414 3.034 1.778  -0.5684
C 1.092 1.766 2.265  -0.5922
N 0.338 0.605 1.758  -0.1108
H 2.319 0.461 -0.403  -0.4036
H 1.778 0.866 -1.890  0.3579
H 3.036 2.767 -1.532  0.4891
H 3.025 2.444 0.189  0.2716
H 0.859 3.775 -1.493  0.3605
H 1.698 4.455 -0.089  0.4557
H -0.615 3.570 0.106  0.0736
H -0.577 3.105 2.235  0.2572
H 0.987 3.920 2.062  0.5370
H 1.132 1.774 3.357  0.5429
H 2.117 1.688 1.906  0.1198
H -0.493 0.457 2.330  0.4040
H 0.901 -0.244 1.825  -0.0802
N 1.362 -0.587 -3.230  -0.5513
C 1.310 -1.884 -2.564  -0.2357
C 0.377 -1.937 -1.360  -0.0319
O 0.149 -2.962 -0.772  -0.6628
O -0.225 -0.794 -1.046  0.4429
H 0.434 -0.288 -3.512  0.1187
H 1.923 -0.653 -4.072  0.2493
H 2.306 -2.130 -2.183  0.0605
H 1.003 -2.713 -3.212  0.3693
C 6.440 -2.292 2.889  -1.0547
C 7.309 -3.321 2.173  -0.2448
C 7.340 -3.214 0.648  -1.2362
C 6.045 -3.604 -0.055  -0.0497
N 5.042 -2.545 0.082  -0.0469
C 3.727 -2.644 0.303  -0.1876
S 2.924 -1.324 1.051  -0.5271
N 3.012 -3.725 0.005  0.2173
C 3.286 -4.870 -0.860  -0.5297
C 3.020 -6.200 -0.166  -0.9063
C 4.034 -6.617 0.898  -0.4871
C 3.994 -5.812 2.194  -0.7948
H 6.590 -2.351 3.967  0.3664
H 5.375 -2.433 2.703  0.1798
H 6.702 -1.276 2.581  0.2831
H 6.985 -4.330 2.448  0.2235
H 8.335 -3.228 2.534  0.3800
H 8.121 -3.874 0.264  0.3895
H 7.627 -2.201 0.343  0.4361
H 5.659 -4.519 0.393  -0.1885
H 6.240 -3.795 -1.114  0.3434
H 5.406 -1.652 0.379  0.3234
H 2.034 -3.621 0.249  0.2260
H 4.302 -4.821 -1.241  0.4348
H 2.618 -4.780 -1.723  0.3190
H 2.992 -6.963 -0.946  0.4181
H 2.016 -6.172 0.268  0.3364
H 5.042 -6.595 0.468  0.2727
H 3.847 -7.666 1.138  0.4023
H 4.297 -4.773 2.060  0.0262
H 4.656 -6.254 2.939  0.3288
H 2.986 -5.803 2.611  0.3354
O -7.677 1.772 -4.092  -0.4612
C -6.875 0.768 -3.682  0.6285
O -7.309 -0.341 -3.567  -0.5329
C -5.444 1.108 -3.380  0.8029
C -4.725 0.188 -2.624  -0.9322
C -3.400 0.421 -2.308  -0.3429
C -2.771 1.582 -2.751  0.5426
S -1.074 1.948 -2.372  -0.3890
C -3.479 2.493 -3.529  -0.8164
C -4.808 2.257 -3.838  -0.8788
H -7.229 2.623 -4.033  0.2853
H -5.224 -0.712 -2.294  0.4903
H -2.855 -0.308 -1.721  0.4042
H -2.986 3.385 -3.894  0.4636
H -5.320 2.974 -4.469  0.3013
C -2.873 3.680 0.107  -1.7764
C -2.998 2.362 0.802  0.0887
C -3.937 2.050 1.735  -0.8148
C -3.714 0.705 2.143  -1.1060
C -2.635 0.238 1.458  0.0618
C -2.194 -1.193 1.377  -0.9736
N -2.151 1.258 0.608  1.8122
H -3.857 4.143 0.056  0.4741
H -2.507 3.586 -0.915  0.3644
H -2.242 4.396 0.650  0.3640
H -4.718 2.709 2.079  0.5718
H -4.318 0.124 2.820  0.5418
H -2.684 -1.750 2.173  0.5089
H -1.120 -1.365 1.464  0.0765
H -2.491 -1.646 0.428  0.1627

Calculated values
E_HOMO (alpha / beta), eV: -10.30 / -10.29
Orbital gap (alpha / beta), eV: 6.8 / 6.8
Molecular weight, g mol⁻¹: 708.83
Charge: +1